Molecular formula: C8H24BaN2O10
Method: DFT, ωB97M-V with the def2-TZVPD basis set

Last column: Mulliken charge in e.
Element x y z (Å)
C -0.024 24.204 -18.207  -1.063
O 5.047 23.473 -14.451  -0.576
H 4.399 17.351 -13.274  0.231
C 1.507 19.029 -11.960  -0.301
H -3.061 19.740 -14.854  0.309
H 4.719 19.069 -13.584  -0.030
O 0.591 18.854 -17.634  -0.642
H 0.715 21.678 -18.419  0.182
H -3.036 21.259 -15.771  0.305
N 4.892 22.357 -14.921  0.756
C 2.232 20.366 -11.834  -0.680
O 1.357 18.728 -13.343  -0.315
C 4.641 17.864 -15.334  -0.417
H 6.046 17.912 -13.684  0.410
Ba 1.628 20.426 -15.603  1.372
C -1.942 21.322 -13.865  -0.328
H 4.923 16.861 -15.674  0.347
H 2.823 17.222 -15.794  0.180
H 0.686 24.112 -19.031  0.331
C -0.715 22.895 -17.909  -0.227
H 0.549 24.520 -17.330  0.253
C -2.465 20.615 -15.106  -0.759
O -0.128 18.072 -15.735  -0.487
O 3.826 21.689 -14.605  -0.548
C 4.984 18.048 -13.874  -0.680
H 0.554 19.061 -11.428  0.350
O 5.642 21.878 -15.777  -0.585
O -1.216 17.630 -17.559  -0.619
H 2.151 18.266 -11.509  0.362
N -0.270 18.157 -17.005  0.934
H -0.727 25.004 -18.436  0.354
H 3.184 20.323 -12.366  0.034
O 0.241 21.864 -17.599  -0.183
H -0.170 21.875 -13.195  0.124
H -1.322 22.999 -17.011  0.175
H -1.335 22.542 -18.732  0.309
H 2.471 20.582 -10.793  0.416
O -0.499 21.286 -13.884  -0.236
H -1.634 20.228 -15.703  0.020
H 5.189 18.559 -15.971  0.279
H 0.879 17.892 -13.380  0.167
H 1.654 21.203 -12.227  -0.008
O 3.230 18.053 -15.538  -0.199
H -2.268 22.364 -13.862  0.342
H -2.268 20.822 -12.954  0.339

HOMO energy: -8.653 eV
energy relative to the best compared isomer or geometry (same formula, charge and spin): 0.0 kJ/mol
LUMO level: -0.099 eV
molar mass: 445.61 g/mol
Kohn-Sham gap: 8.55 eV